(1)
# C14H21BaIN4O5Se3Te

C14H21BaIN4O5Se3Te as an isolated structure in a non-equilibrium geometry (wB97M-V/def2-TZVPD, the Open Molecules 2025 dataset).

Atoms and positions in Å:
Ba -0.114 -0.280 0.067
O -2.047 -3.763 -1.523
C -1.702 -2.593 -1.555
O -1.671 -1.760 -0.552
C -1.296 -1.969 -2.919
C -1.750 -0.491 -3.077
C -1.700 -0.073 -4.546
C -0.163 0.066 -4.778
C 0.390 -0.278 -3.394
O -0.646 0.277 -2.528
C 0.287 -1.810 -3.155
C 1.186 -2.319 -1.982
O 1.600 -3.470 -2.015
O 1.441 -1.427 -1.077
H -1.745 -2.609 -3.677
H -2.675 -0.257 -2.558
H -2.170 -0.811 -5.199
H -2.204 0.884 -4.678
H 0.215 -0.621 -5.539
H 0.107 1.083 -5.060
H 1.359 0.143 -3.149
H 0.604 -2.374 -4.031
N -2.377 1.242 0.273
C -3.181 0.769 1.423
C -2.784 1.485 2.727
C -1.425 1.117 3.344
N -0.328 1.373 2.415
H -2.186 2.245 0.318
H -2.866 1.072 -0.604
H -3.054 -0.315 1.545
H -4.243 0.962 1.243
H -3.563 1.275 3.469
H -2.791 2.567 2.542
H -1.428 0.052 3.606
H -1.318 1.674 4.283
H 0.584 1.286 2.864
H -0.383 2.336 2.078
Se 3.315 0.703 2.466
Se 3.296 2.743 1.235
Te 1.470 2.604 -0.551
Se -0.375 4.196 0.103
I 0.170 -5.032 4.967
C 0.593 -3.559 3.625
C 1.846 -3.142 3.222
N 1.654 -2.148 2.346
N 0.348 -1.879 2.166
C -0.316 -2.732 2.927
H 2.836 -3.475 3.490
H 2.357 -1.548 1.898
H -1.395 -2.738 2.935

The value obtained for the energy above the lowest of the compared OMol25 structures with the same formula, charge and spin is 1.458 eV. The spin multiplicity is 1. Its charge is -2. The calculation puts the HOMO-LUMO gap at 4.49 eV. Its LUMO energy is 0.1251 Eh. The calculation puts the HOMO energy at -1.1 eV.

Atomic charges from the Löwdin analysis, expressed in e, are listed below: 1.77, 0.03, -0.63, -0.41, -0.09, -0.27, -0.11, -0.10, -0.26, -0.23, -0.08, -0.64, 0.02, -0.41, 0.14, 0.15, 0.11, 0.11, 0.11, 0.11, 0.14, 0.14, -0.14, -0.27, -0.20, -0.29, -0.11, -0.04, 0.06, 0.10, 0.10, 0.10, 0.11, 0.09, 0.10, -0.01, -0.04, -0.28, -0.34, 0.10, -0.38, 0.80, -0.80, -0.16, -0.02, -0.10, -0.20, 0.12, 0.01, 0.11

(2)
# C14H21Br2F7NO9PSSi2Zn

C14H21Br2F7NO9PSSi2Zn as an isolated structure in a non-equilibrium geometry (wB97M-V/def2-TZVPD, the Open Molecules 2025 dataset).

Atoms and positions in Å:
C 5.793 2.645 2.265
O 4.952 2.965 1.091
C 3.944 1.855 1.023
C 2.682 2.429 0.173
C 1.401 1.441 -0.016
Si 1.739 -0.423 -0.219
C 2.958 -0.872 -1.694
C 3.750 0.407 -2.318
O 3.244 1.428 -3.010
Br 5.776 0.446 -2.073
C 2.603 -1.243 1.350
C 1.645 -1.255 2.678
C 2.385 -2.255 3.797
Br 1.407 0.505 3.589
O 0.347 -1.456 -0.480
Si -1.106 -0.631 -0.958
C -2.376 -2.049 -1.444
O -1.904 -3.037 -2.236
C -3.948 -2.102 -0.997
F -4.340 -3.560 -1.086
F -4.183 -1.749 0.452
C -4.969 -1.312 -2.014
F -4.935 -2.092 -3.309
F -4.555 0.065 -2.371
C -6.528 -1.236 -1.520
F -7.349 -1.052 -2.776
F -7.053 -2.461 -0.877
C -6.892 0.055 -0.566
O -6.632 0.129 0.741
O -7.613 1.206 -1.202
P -1.988 0.657 0.650
N -2.010 -0.425 2.088
O -3.594 1.176 0.228
S -0.904 0.536 -2.816
O -1.271 2.025 -2.537
O 0.461 0.331 -3.515
F -2.097 -0.016 -3.971
H 6.755 3.308 2.349
H 6.135 1.526 2.324
H 5.160 2.855 3.244
H 3.731 1.562 2.135
H 4.520 0.950 0.536
H 2.285 3.390 0.761
H 3.123 2.873 -0.843
H 0.762 1.920 -0.905
H 0.718 1.594 0.951
H 3.703 -1.726 -1.327
H 2.306 -1.366 -2.559
H 3.694 -0.861 1.519
H 2.717 -2.388 1.027
H 0.583 -1.691 2.451
H 1.991 -1.852 4.849
H 3.526 -1.976 3.763
H 2.152 -3.388 3.619
H -6.911 1.768 -1.653
H -1.895 -1.396 1.686
H -3.011 -0.418 2.437
H -4.173 0.956 1.015
Zn 3.287 3.287 -3.496

The value obtained for the energy above the lowest of the compared OMol25 structures with the same formula, charge and spin is 13.505 eV. The spin multiplicity is 1. Its charge is +2. The calculation puts the HOMO-LUMO gap at 2.06 eV. Its LUMO energy is -0.4395 Eh. The calculation puts the HOMO energy at -14.0 eV.

Atomic charges from the Löwdin analysis, expressed in e, are listed below: -0.11, -0.25, -0.24, -0.18, -0.28, 0.52, -0.16, -0.55, -0.30, 0.78, -0.27, -0.73, -0.15, 0.67, -0.30, 0.45, -0.19, 0.05, -0.13, 0.03, -0.01, -0.10, 0.05, 0.03, -0.10, 0.03, 0.06, -0.15, 0.04, 0.03, 0.87, -0.17, -0.32, 0.75, -0.37, -0.38, -0.24, 0.12, 0.11, 0.12, 0.09, 0.08, 0.16, 0.07, 0.08, 0.05, 0.13, 0.14, 0.09, 0.12, 0.08, 0.08, 0.09, 0.10, 0.14, 0.04, 0.08, 0.07, 1.30

(3)
# C14H21Cl2N2O4P

C14H21Cl2N2O4P in the gas phase in a non-equilibrium geometry (wB97M-V/def2-TZVPD, the Open Molecules 2025 dataset).

Atoms and positions in Å:
C -3.899 0.470 -0.307
C -3.272 1.765 0.226
H -3.809 2.099 1.194
H -3.219 2.482 -0.612
O -1.964 1.380 0.281
P -1.076 1.800 1.750
O -1.891 2.176 2.817
O -0.300 0.522 2.155
C -0.698 -0.420 3.160
C -1.637 -1.293 2.646
H -2.558 -0.985 2.499
H -1.308 -2.020 1.773
H -1.928 -1.966 3.256
H -1.072 0.184 4.127
H 0.182 -0.863 3.481
H -4.811 0.683 -0.680
H -3.337 0.140 -1.304
H -3.925 -0.336 0.375
C -0.114 3.158 1.370
N 0.270 3.137 -0.091
C 0.416 2.150 -1.138
O 0.644 2.321 -2.170
N 0.800 0.910 -0.414
C 1.147 -0.282 -1.104
C 0.856 -0.451 -2.560
C 1.288 -1.501 -3.109
C 1.471 -2.587 -2.524
C 1.197 -2.677 -0.885
C 1.216 -1.408 -0.429
H 1.046 -1.259 0.678
Cl 1.301 -4.080 0.045
Cl 1.591 -4.259 -3.235
H 1.431 -1.627 -4.178
H 1.079 0.622 -3.294
H 0.674 0.882 0.408
H -0.073 3.975 -0.429
C 1.186 3.022 1.938
H 1.398 2.936 3.203
H 1.926 2.125 1.688
H 2.029 3.762 1.911
C -0.551 4.565 1.734
H 0.159 5.175 1.518
H -1.577 4.466 1.113
H -0.783 4.481 2.634

The spin multiplicity is 1. The calculation puts the HOMO-LUMO gap at 8.12 eV. Its LUMO energy is 0.0067 Eh. The calculation puts the HOMO energy at -7.9 eV. As for the SMILES: CCOP(=O)(OCC)C(C)(C)NC(=O)Nc1ccc(Cl)c(Cl)c1.

Atomic charges from the Löwdin analysis, expressed in e, are listed below: -0.07, -0.33, 0.15, 0.12, -0.24, 0.54, -0.19, -0.20, -0.25, -0.08, 0.04, 0.16, 0.03, 0.18, 0.11, 0.02, 0.13, 0.05, -0.60, 0.11, -0.53, 0.22, 0.18, -0.17, -0.01, -0.30, -0.54, -0.62, -0.14, 0.13, 0.70, 0.55, 0.13, 0.20, -0.08, 0.09, -0.15, 0.17, 0.12, 0.09, 0.04, 0.04, 0.17, 0.01

(4)
# C14H21Cl4FO2

A 5-piece molecular cluster, C14H21Cl4FO2 overall in a non-equilibrium geometry (wB97M-V/def2-TZVPD, the Open Molecules 2025 dataset).

Atoms and positions in Å:
F 0.972 -2.097 2.655
C 1.516 -3.325 2.547
C 1.492 -4.216 3.615
C 2.000 -5.486 3.392
C 2.677 -5.781 2.213
C 2.750 -4.863 1.177
C 2.170 -3.612 1.369
H 1.012 -3.924 4.539
H 2.053 -6.191 4.212
H 3.164 -6.741 2.095
H 3.229 -5.072 0.231
H 2.088 -2.844 0.608
C -2.293 4.854 -0.522
Cl -2.616 3.581 0.678
Cl -1.290 6.130 0.109
H -1.898 4.380 -1.414
H -3.244 5.295 -0.808
C 6.328 1.891 0.238
Cl 4.602 2.123 0.607
Cl 6.485 1.129 -1.371
H 6.937 2.785 0.278
H 6.727 1.162 0.934
C -6.641 1.353 -2.353
C -5.216 1.705 -1.963
O -4.780 2.793 -2.250
C -4.361 0.684 -1.247
H -6.758 1.308 -3.432
H -7.255 2.128 -1.896
H -6.972 0.388 -1.964
H -3.292 0.819 -1.355
H -4.735 -0.296 -1.553
H -4.571 0.730 -0.172
C 1.877 0.113 -0.480
C 1.294 1.468 -0.816
O 1.786 2.505 -0.476
C -0.066 1.436 -1.496
H 2.891 -0.042 -0.844
H 1.185 -0.655 -0.822
H 1.953 0.001 0.606
H -0.365 2.428 -1.834
H -0.786 1.212 -0.703
H -0.051 0.744 -2.334

The spin multiplicity is 1. The calculation puts the HOMO-LUMO gap at 10.04 eV. Its LUMO energy is 0.0226 Eh. The calculation puts the HOMO energy at -9.4 eV. As for the SMILES: Fc1ccccc1.CC(C)=O.CC(C)=O.ClCCl.ClCCl.

Atomic charges from the Löwdin analysis, expressed in e, are listed below: 0.05, -0.29, -0.01, -0.09, -0.10, -0.07, -0.02, 0.12, 0.10, 0.10, 0.10, 0.11, -1.05, 0.50, 0.54, 0.02, 0.02, -0.99, 0.55, 0.47, 0.03, 0.02, -0.02, -0.50, 0.05, -0.02, 0.09, 0.09, 0.07, 0.06, 0.08, 0.09, -0.04, -0.50, 0.03, -0.03, 0.07, 0.07, 0.08, 0.07, 0.07, 0.08

(5)
# C14H21ClN7O4

A 8-piece molecular cluster, C14H21ClN7O4 overall in a non-equilibrium geometry (wB97M-V/def2-TZVPD, the Open Molecules 2025 dataset).

Atoms and positions in Å:
Cl -1.874 -3.757 -15.288
O -3.078 -4.520 -15.140
O -1.046 -4.559 -16.138
O -2.215 -2.489 -15.903
O -1.196 -3.533 -14.008
C -4.696 -2.317 -11.205
C -3.838 -1.499 -10.350
N -3.136 -0.819 -9.774
H -4.761 -1.807 -12.167
H -5.727 -2.502 -10.902
H -4.232 -3.280 -11.417
C 0.372 -6.165 -10.094
C 0.451 -4.850 -9.548
N 0.473 -3.795 -9.048
H 1.242 -6.443 -10.689
H -0.490 -6.217 -10.760
H 0.329 -6.972 -9.363
C -1.131 -8.441 -19.765
C -2.395 -8.588 -19.063
N -3.335 -8.744 -18.420
H -1.185 -8.467 -20.853
H -0.422 -9.179 -19.389
H -0.795 -7.483 -19.368
C 0.992 -8.687 -14.768
C -0.425 -8.897 -14.463
N -1.540 -9.001 -14.218
H 1.459 -7.970 -14.093
H 1.073 -8.287 -15.779
H 1.644 -9.559 -14.812
C -7.658 -1.844 -15.174
C -6.963 -0.529 -15.120
N -6.433 0.544 -15.083
H -6.927 -2.622 -15.400
H -8.369 -1.761 -15.996
H -8.179 -1.876 -14.217
C 2.469 -0.875 -13.762
C 2.041 -0.437 -12.398
N 1.707 -0.139 -11.347
H 3.165 -0.254 -14.326
H 1.553 -1.112 -14.303
H 2.846 -1.887 -13.618
C -4.543 -4.257 -19.704
C -5.578 -3.259 -19.397
N -6.377 -2.452 -19.161
H -3.556 -3.864 -19.460
H -4.565 -4.477 -20.771
H -4.741 -5.165 -19.135

The value obtained for the energy above the lowest of the compared OMol25 structures with the same formula, charge and spin is 2.222 eV. The spin multiplicity is 1. Its charge is -1. The calculation puts the HOMO-LUMO gap at 8.20 eV. Its LUMO energy is 0.0767 Eh. The calculation puts the HOMO energy at -6.1 eV.

Atomic charges from the Löwdin analysis, expressed in e, are listed below: 0.59, -0.40, -0.41, -0.39, -0.40, -0.07, -0.29, 0.13, 0.08, 0.07, 0.08, -0.09, -0.29, 0.13, 0.08, 0.09, 0.08, -0.08, -0.30, 0.13, 0.08, 0.08, 0.08, -0.08, -0.28, 0.13, 0.08, 0.08, 0.07, -0.07, -0.27, 0.10, 0.08, 0.07, 0.07, -0.07, -0.28, 0.12, 0.07, 0.08, 0.07, -0.07, -0.27, 0.11, 0.09, 0.07, 0.08